Record 1
{"formula": "C16H46N4O5", "method": "ωB97M-V/def2-TZVPD", "elements": ["C", "O", "C", "C", "C", "N", "H", "H", "H", "H", "H", "H", "H", "H", "H", "H", "H", "C", "O", "C", "C", "C", "N", "H", "H", "H", "H", "H", "H", "H", "H", "H", "H", "H", "C", "O", "C", "C", "C", "N", "H", "H", "H", "H", "H", "H", "H", "H", "H", "H", "H", "C", "O", "C", "C", "C", "N", "H", "H", "H", "H", "H", "H", "H", "H", "H", "H", "H", "O", "H", "H"], "xyz": [[-5.70, 1.63, 1.60], [-4.33, 1.80, 1.36], [-3.63, 0.59, 1.36], [-2.17, 0.87, 1.05], [-1.48, 1.58, 2.19], [-2.03, 1.72, -0.18], [-6.16, 2.59, 1.80], [-5.92, 1.00, 2.47], [-6.21, 1.17, 0.74], [-3.74, 0.07, 2.33], [-4.03, -0.12, 0.62], [-1.69, -0.08, 0.78], [-0.41, 1.69, 1.99], [-1.61, 1.00, 3.11], [-1.91, 2.57, 2.29], [-2.74, 2.45, -0.12], [-2.40, 1.17, -0.97], [0.90, -3.06, 0.37], [2.08, -3.76, 0.08], [3.22, -2.96, 0.28], [4.48, -3.71, -0.09], [4.49, -5.08, 0.60], [5.65, -2.98, 0.31], [0.84, -2.11, -0.17], [0.88, -2.79, 1.44], [0.04, -3.69, 0.19], [3.14, -2.02, -0.31], [3.28, -2.59, 1.32], [4.51, -3.89, -1.17], [5.49, -5.41, 0.86], [4.00, -5.85, 0.01], [3.90, -5.05, 1.53], [6.00, -3.08, 1.25], [5.82, -2.06, -0.06], [-1.17, -0.80, -3.88], [-1.94, -1.56, -2.98], [-1.72, -2.94, -3.12], [-2.88, -3.72, -2.53], [-3.09, -3.38, -1.07], [-2.58, -5.16, -2.66], [-1.46, 0.24, -3.79], [-1.42, -1.09, -4.92], [-0.09, -0.94, -3.78], [-1.68, -3.18, -4.20], [-0.76, -3.25, -2.69], [-3.79, -3.45, -3.09], [-3.94, -3.92, -0.64], [-3.31, -2.31, -1.00], [-2.19, -3.57, -0.48], [-2.39, -5.41, -3.62], [-3.39, -5.68, -2.36], [2.73, 7.17, 2.69], [2.53, 6.46, 1.49], [2.41, 5.08, 1.69], [2.09, 4.41, 0.37], [0.62, 4.60, -0.03], [2.52, 3.01, 0.44], [3.12, 8.15, 2.43], [3.46, 6.66, 3.34], [1.79, 7.27, 3.25], [3.33, 4.65, 2.12], [1.60, 4.86, 2.42], [2.74, 4.91, -0.35], [0.29, 3.84, -0.73], [0.47, 5.58, -0.49], [-0.04, 4.56, 0.84], [2.19, 2.50, 1.25], [2.18, 2.49, -0.37], [0.76, 0.89, -0.67], [-0.12, 1.12, -0.33], [0.57, 0.31, -1.41]], "charge": 0, "e_lumo_ev": 0.6, "relative_energy_kj_mol": 71.8, "homo_ev": -8.56, "orbital_gap_ev": 9.1, "smiles": "COC[C@H](C)N.COC[C@H](C)N.COC[C@H](C)N.COC[C@H](C)N.O"}

Record 2
{"formula": "C16H46N4O6Sr", "method": "ωB97M-V/def2-TZVPD", "elements": ["Sr", "O", "H", "O", "H", "C", "C", "C", "O", "C", "N", "H", "H", "H", "H", "H", "H", "H", "H", "H", "H", "H", "C", "C", "C", "O", "C", "N", "H", "H", "H", "H", "H", "H", "H", "H", "H", "H", "H", "C", "C", "C", "O", "C", "N", "H", "H", "H", "H", "H", "H", "H", "H", "H", "H", "H", "C", "C", "C", "O", "C", "N", "H", "H", "H", "H", "H", "H", "H", "H", "H", "H", "H"], "xyz": [[-0.37, -1.60, 0.44], [0.58, -2.35, -1.72], [0.36, -3.03, -2.38], [-0.99, -3.53, 1.68], [-1.69, -4.17, 1.45], [1.88, 1.75, 2.38], [0.94, 1.79, 1.16], [1.30, 2.96, 0.27], [1.10, 4.27, 0.86], [1.44, 5.42, 0.12], [1.05, 0.55, 0.40], [1.52, 0.88, 2.93], [1.72, 2.63, 2.99], [2.91, 1.62, 2.04], [-0.06, 1.96, 1.55], [0.83, 2.94, -0.71], [2.32, 2.83, -0.09], [2.47, 5.41, -0.23], [1.13, 6.29, 0.70], [0.84, 5.44, -0.79], [0.61, 0.67, -0.51], [1.99, 0.49, 0.03], [-1.61, 1.93, -2.93], [-1.28, 0.43, -2.85], [-1.32, -0.01, -4.33], [-2.60, 0.03, -4.85], [-2.55, -0.39, -6.24], [-0.02, 0.34, -2.18], [-2.63, 2.06, -3.31], [-0.93, 2.50, -3.57], [-1.61, 2.39, -1.95], [-2.07, -0.06, -2.29], [-0.91, -1.02, -4.31], [-0.57, 0.55, -4.88], [-3.49, -0.19, -6.74], [-2.33, -1.46, -6.23], [-1.80, 0.15, -6.83], [0.69, 0.86, -2.68], [0.14, -0.65, -2.27], [-2.89, 1.32, 0.94], [-3.16, 0.01, 1.47], [-3.66, -1.04, 0.41], [-2.61, -1.41, -0.51], [-2.88, -2.53, -1.38], [-1.98, -0.46, 2.16], [-3.75, 1.73, 0.41], [-2.07, 1.36, 0.22], [-2.65, 2.06, 1.70], [-4.00, 0.19, 2.14], [-4.50, -0.62, -0.14], [-3.92, -1.99, 0.88], [-3.13, -3.37, -0.73], [-1.94, -2.71, -1.89], [-3.66, -2.29, -2.10], [-2.27, -1.33, 2.59], [-1.88, 0.12, 2.98], [2.55, -3.05, 1.05], [2.51, -2.54, 2.53], [3.64, -1.53, 2.79], [3.78, -1.00, 4.13], [4.86, -0.09, 4.28], [1.20, -1.93, 2.63], [2.46, -2.20, 0.37], [1.69, -3.71, 0.93], [3.48, -3.62, 1.06], [2.60, -3.40, 3.19], [3.47, -0.71, 2.09], [4.53, -2.01, 2.39], [4.74, 0.74, 3.59], [5.82, -0.57, 4.11], [4.93, 0.31, 5.30], [1.09, -1.64, 3.59], [0.61, -2.75, 2.67]], "charge": 0, "e_lumo_ev": 0.3, "relative_energy_kj_mol": 120.7, "homo_ev": -8.12, "orbital_gap_ev": 8.5}

Record 3
{"formula": "C16H46O10", "method": "ωB97M-V/def2-TZVPD", "elements": ["C", "C", "C", "O", "H", "H", "H", "H", "H", "H", "C", "C", "C", "O", "H", "H", "H", "H", "H", "H", "C", "C", "C", "O", "H", "H", "H", "H", "H", "H", "C", "O", "H", "H", "H", "H", "C", "O", "H", "H", "H", "H", "C", "O", "H", "H", "H", "H", "C", "O", "H", "H", "H", "H", "C", "O", "H", "H", "H", "H", "C", "O", "H", "H", "H", "H", "C", "O", "H", "H", "H", "H"], "xyz": [[4.88, 3.29, -0.42], [3.70, 2.39, -0.35], [3.76, 1.28, 0.70], [2.71, 2.58, -1.04], [5.79, 2.75, -0.58], [4.92, 3.73, 0.58], [4.78, 4.08, -1.15], [2.78, 0.77, 0.82], [4.11, 1.66, 1.65], [4.49, 0.54, 0.40], [-5.62, -1.56, 2.45], [-5.36, -0.48, 1.44], [-4.02, -0.32, 0.83], [-6.25, 0.34, 1.14], [-6.57, -1.28, 2.88], [-4.88, -1.64, 3.25], [-5.76, -2.56, 2.01], [-3.35, 0.18, 1.54], [-4.16, 0.23, -0.08], [-3.62, -1.32, 0.63], [-0.45, -1.59, 3.07], [-1.75, -2.21, 3.49], [-2.01, -3.62, 3.06], [-2.52, -1.61, 4.21], [0.37, -2.22, 3.39], [-0.35, -0.57, 3.47], [-0.31, -1.60, 1.98], [-2.95, -4.04, 3.39], [-1.17, -4.27, 3.36], [-1.96, -3.61, 1.95], [3.45, -0.40, -3.10], [2.20, 0.07, -2.62], [3.92, 0.32, -3.76], [4.14, -0.72, -2.32], [3.20, -1.29, -3.72], [2.13, 1.03, -2.58], [-2.29, -1.27, -2.89], [-3.35, -1.00, -3.86], [-2.60, -1.16, -1.84], [-1.99, -2.31, -2.97], [-1.45, -0.61, -3.11], [-3.67, -0.09, -3.81], [3.81, -3.02, -0.31], [5.15, -2.58, -0.67], [3.27, -2.17, 0.17], [3.29, -3.18, -1.26], [3.71, -3.89, 0.35], [5.76, -2.51, 0.07], [0.87, 4.93, 0.64], [0.78, 4.75, -0.73], [0.00, 5.51, 0.94], [0.86, 3.98, 1.15], [1.74, 5.52, 0.97], [1.52, 4.29, -1.13], [-2.59, 3.92, -1.17], [-1.78, 4.50, -2.13], [-2.13, 3.03, -0.71], [-2.92, 4.59, -0.37], [-3.51, 3.60, -1.66], [-0.92, 4.66, -1.69], [-0.14, 0.70, -0.19], [0.77, -0.45, -0.31], [-0.55, 1.04, -1.14], [-0.96, 0.34, 0.43], [0.35, 1.54, 0.34], [1.34, -0.35, -1.07], [-0.03, -3.78, -0.29], [-0.81, -2.63, -0.23], [0.53, -3.81, -1.23], [0.67, -3.96, 0.55], [-0.73, -4.62, -0.36], [-0.26, -1.85, -0.43]], "charge": 0, "e_lumo_ev": 0.1, "relative_energy_kj_mol": 28.0, "homo_ev": -9.30, "orbital_gap_ev": 9.4, "smiles": "CC(C)=O.CC(C)=O.CC(C)=O.CO.CO.CO.CO.CO.CO.CO"}

Record 4
{"formula": "C16H47BBrO9PS6", "method": "ωB97M-V/def2-TZVPD", "elements": ["C", "C", "O", "C", "P", "Br", "C", "B", "O", "O", "H", "H", "H", "H", "H", "H", "H", "H", "H", "H", "H", "C", "S", "O", "C", "H", "H", "H", "H", "H", "H", "C", "S", "O", "C", "H", "H", "H", "H", "H", "H", "C", "S", "O", "C", "H", "H", "H", "H", "H", "H", "C", "S", "O", "C", "H", "H", "H", "H", "H", "H", "C", "S", "O", "C", "H", "H", "H", "H", "H", "H", "C", "S", "O", "C", "H", "H", "H", "H", "H", "H"], "xyz": [[0.95, 0.34, 5.09], [-0.41, 0.29, 4.30], [-0.22, 0.80, 2.99], [0.36, -0.21, 2.17], [0.10, 0.21, 0.36], [1.84, 1.55, -0.21], [0.30, -1.31, -0.70], [0.85, -2.61, 0.03], [0.33, -3.85, -0.37], [1.83, -2.63, 1.04], [1.71, 0.83, 4.47], [1.23, -0.69, 5.33], [0.82, 0.84, 6.05], [-1.13, 0.95, 4.80], [-0.86, -0.71, 4.29], [0.04, -1.23, 2.45], [1.45, -0.18, 2.36], [-0.68, -1.52, -1.14], [0.95, -1.02, -1.55], [-0.55, -3.70, -0.71], [2.66, -3.00, 0.73], [-2.62, 4.61, -0.52], [-2.44, 2.82, -0.31], [-2.22, 2.24, -1.66], [-4.16, 2.52, 0.12], [-1.65, 5.01, -0.84], [-3.37, 4.82, -1.28], [-2.90, 5.06, 0.43], [-4.82, 2.87, -0.68], [-4.40, 3.04, 1.05], [-4.29, 1.45, 0.26], [3.52, 4.92, -1.78], [3.04, 5.52, -0.15], [1.58, 5.79, -0.19], [3.88, 7.10, -0.29], [3.06, 3.94, -1.93], [3.16, 5.61, -2.55], [4.60, 4.82, -1.83], [3.51, 7.65, -1.15], [4.96, 6.94, -0.39], [3.69, 7.67, 0.62], [-1.56, 2.00, 8.23], [-1.38, 0.23, 8.46], [-1.07, -0.36, 7.12], [-3.12, -0.09, 8.79], [-0.58, 2.41, 7.97], [-2.27, 2.20, 7.42], [-1.91, 2.46, 9.16], [-3.73, 0.24, 7.95], [-3.42, 0.43, 9.70], [-3.25, -1.16, 8.93], [-5.10, -2.51, -0.36], [-3.42, -2.04, 0.09], [-2.50, -2.97, -0.64], [-3.51, -2.60, 1.80], [-5.24, -2.29, -1.41], [-5.24, -3.58, -0.19], [-5.80, -1.94, 0.24], [-3.75, -3.66, 1.82], [-4.27, -2.02, 2.32], [-2.54, -2.43, 2.26], [0.75, -3.76, -4.24], [2.26, -4.44, -3.54], [3.39, -3.59, -4.02], [2.27, -5.94, -4.54], [0.57, -2.78, -3.79], [0.86, -3.64, -5.32], [-0.09, -4.42, -4.02], [2.28, -5.68, -5.60], [1.38, -6.53, -4.30], [3.16, -6.51, -4.29], [3.35, -2.36, -8.24], [2.87, -1.72, -6.63], [1.40, -1.48, -6.68], [3.67, -0.11, -6.83], [2.92, -3.35, -8.36], [2.98, -1.71, -9.03], [4.44, -2.43, -8.30], [3.28, 0.39, -7.72], [4.75, -0.26, -6.93], [3.46, 0.48, -5.95]], "charge": 0, "e_lumo_ev": 0.4, "relative_energy_kj_mol": 98.9, "homo_ev": -7.56, "orbital_gap_ev": 7.9}

Record 5
{"formula": "C16H47NO13", "method": "ωB97M-V/def2-TZVPD", "elements": ["C", "O", "C", "C", "C", "N", "H", "H", "H", "H", "H", "H", "H", "H", "H", "H", "H", "O", "C", "C", "O", "H", "H", "H", "H", "H", "H", "O", "C", "C", "O", "H", "H", "H", "H", "H", "H", "O", "C", "C", "O", "H", "H", "H", "H", "H", "H", "O", "C", "C", "O", "H", "H", "H", "H", "H", "H", "O", "C", "C", "O", "H", "H", "H", "H", "H", "H", "O", "C", "C", "O", "H", "H", "H", "H", "H", "H"], "xyz": [[5.01, 0.87, 0.68], [4.80, -0.03, -0.39], [3.61, -0.73, -0.29], [3.62, -1.91, -1.24], [3.76, -1.49, -2.68], [2.39, -2.72, -1.11], [4.68, 0.45, 1.63], [4.51, 1.82, 0.47], [6.09, 1.03, 0.75], [3.44, -1.10, 0.73], [2.74, -0.08, -0.53], [4.44, -2.58, -0.97], [3.91, -2.35, -3.33], [4.62, -0.83, -2.84], [2.87, -0.97, -3.06], [1.57, -2.21, -1.44], [2.21, -3.01, -0.14], [2.04, 2.40, 2.87], [0.95, 2.45, 3.82], [1.44, 2.90, 5.16], [2.59, 2.16, 5.56], [2.19, 3.27, 2.51], [0.20, 3.15, 3.44], [0.49, 1.47, 3.85], [0.68, 2.87, 5.93], [1.74, 3.97, 5.08], [3.17, 2.13, 4.79], [-2.94, 5.00, -2.33], [-2.22, 3.79, -2.44], [-1.25, 3.76, -3.59], [-0.09, 4.53, -3.40], [-2.35, 5.73, -2.12], [-1.61, 3.68, -1.53], [-2.93, 2.99, -2.52], [-1.77, 4.09, -4.50], [-0.97, 2.72, -3.77], [-0.32, 5.36, -2.98], [-0.79, -2.64, 3.83], [-0.62, -3.79, 3.05], [0.83, -4.13, 2.82], [1.53, -3.17, 2.01], [-0.67, -1.88, 3.25], [-1.14, -4.64, 3.50], [-1.12, -3.66, 2.07], [0.92, -5.10, 2.31], [1.29, -4.18, 3.81], [1.82, -2.43, 2.55], [-0.34, -1.87, -2.16], [-1.54, -2.66, -2.04], [-1.70, -3.14, -0.65], [-2.55, -2.28, 0.07], [0.10, -2.13, -2.97], [-2.40, -2.09, -2.43], [-1.51, -3.50, -2.75], [-0.71, -3.21, -0.19], [-2.12, -4.15, -0.66], [-2.91, -2.76, 0.82], [-1.18, 0.74, -1.58], [0.02, 1.20, -0.97], [0.30, 0.58, 0.40], [-0.84, 0.38, 1.20], [-1.16, -0.23, -1.56], [0.87, 0.95, -1.62], [-0.01, 2.28, -0.88], [1.01, 1.21, 0.94], [0.82, -0.37, 0.22], [-1.44, -0.26, 0.78], [-3.81, 0.57, -2.52], [-4.82, 1.14, -1.71], [-5.56, 0.06, -0.97], [-4.75, -0.57, -0.02], [-2.96, 0.85, -2.14], [-4.36, 1.81, -0.98], [-5.54, 1.71, -2.31], [-5.90, -0.69, -1.70], [-6.42, 0.47, -0.44], [-3.97, -0.93, -0.47]], "charge": 0, "e_lumo_ev": 0.3, "relative_energy_kj_mol": 0.0, "homo_ev": -9.05, "orbital_gap_ev": 9.4, "smiles": "COC[C@H](C)N.OCCO.OCCO.OCCO.OCCO.OCCO.OCCO"}

Record 6
{"formula": "C16H48BINbO6", "method": "ωB97M-V/def2-TZVPD", "elements": ["C", "B", "O", "Nb", "I", "H", "H", "H", "H", "H", "H", "H", "H", "C", "C", "C", "O", "H", "H", "H", "H", "H", "H", "H", "H", "C", "C", "C", "O", "H", "H", "H", "H", "H", "H", "H", "H", "C", "C", "C", "O", "H", "H", "H", "H", "H", "H", "H", "H", "C", "C", "C", "O", "H", "H", "H", "H", "H", "H", "H", "H", "C", "C", "C", "O", "H", "H", "H", "H", "H", "H", "H", "H"], "xyz": [[4.15, 3.12, 3.42], [3.00, 2.42, 2.41], [3.37, 1.86, 1.07], [0.85, 2.40, 3.27], [0.27, 5.01, 2.29], [5.23, 2.79, 3.10], [3.93, 2.73, 4.52], [4.03, 4.30, 3.43], [3.80, 0.94, 1.19], [1.46, 3.21, 4.81], [-0.78, 2.27, 4.12], [0.17, 1.66, 1.73], [1.26, 0.73, 3.93], [5.05, -0.06, -2.24], [3.88, -1.02, -2.32], [2.77, -0.47, -3.20], [3.37, -1.26, -1.01], [4.75, 0.89, -1.80], [5.84, -0.47, -1.59], [5.48, 0.12, -3.23], [4.22, -1.99, -2.71], [2.38, 0.47, -2.80], [1.93, -1.17, -3.24], [3.13, -0.30, -4.22], [3.06, -0.41, -0.65], [-0.16, 0.65, -7.20], [1.12, 0.44, -6.42], [2.22, 1.38, -6.88], [1.56, -0.91, -6.58], [-0.01, 0.46, -8.27], [-0.94, -0.04, -6.87], [-0.53, 1.67, -7.08], [0.93, 0.59, -5.35], [2.46, 1.21, -7.94], [3.14, 1.20, -6.32], [1.92, 2.43, -6.75], [1.73, -1.06, -7.53], [-0.90, 0.34, -1.99], [-2.19, -0.29, -2.51], [-1.93, -1.13, -3.75], [-3.13, 0.73, -2.81], [-0.47, 1.01, -2.74], [-1.10, 0.95, -1.10], [-0.16, -0.42, -1.74], [-2.62, -0.92, -1.73], [-1.54, -0.51, -4.57], [-2.87, -1.57, -4.12], [-1.22, -1.93, -3.55], [-2.75, 1.29, -3.50], [-0.36, -2.43, 7.30], [-0.75, -1.18, 6.54], [-1.31, -1.52, 5.16], [0.38, -0.33, 6.39], [0.42, -2.98, 6.77], [0.05, -2.17, 8.29], [-1.22, -3.09, 7.44], [-1.51, -0.62, 7.11], [-0.56, -2.04, 4.56], [-1.57, -0.60, 4.62], [-2.19, -2.15, 5.24], [1.06, -0.82, 5.89], [-5.63, -1.36, 3.83], [-4.65, -0.85, 2.78], [-5.34, -0.64, 1.44], [-3.60, -1.79, 2.63], [-6.06, -2.32, 3.53], [-5.13, -1.52, 4.79], [-6.45, -0.65, 3.98], [-4.21, 0.09, 3.12], [-5.75, -1.58, 1.06], [-4.62, -0.28, 0.69], [-6.15, 0.09, 1.52], [-3.98, -2.63, 2.33]], "charge": -1, "e_lumo_ev": 2.0, "homo_ev": -4.19, "orbital_gap_ev": 6.2}